(1)
C19H47N3Si | ωB97M-V/def2-TZVPD

Last column: Löwdin charge in e.
Positions of all 70 atoms, in Å:
C -0.21557 0.68171 -1.35685  -0.122
C -0.02782 -0.33794 -2.53451  -0.288
C -0.99167 -1.59128 -2.44824  -0.434
C -0.18640 -2.96832 -2.59886  -0.131
Si -2.20427 -1.50457 -3.92229  0.583
N -3.79972 -2.19346 -3.59694  -0.056
C -4.46773 -1.53705 -2.70458  -0.454
C -5.03067 -0.11051 -2.95473  -0.059
C -4.72953 -2.29644 -1.35237  -0.047
H 0.64384 1.40054 -1.41849  0.076
H -0.21329 0.21070 -0.34968  0.050
H -1.14898 1.28688 -1.49570  0.073
H -0.23340 0.23333 -3.47840  0.072
H 1.04634 -0.63439 -2.56554  0.088
H -1.59768 -1.61382 -1.51186  0.086
H 0.83385 -2.74733 -2.98317  0.071
H -0.70416 -3.62154 -3.33813  0.039
H -0.13067 -3.51017 -1.62825  0.064
H -1.60385 -2.31191 -5.01045  -0.028
H -2.21342 -0.11256 -4.40394  -0.037
H -5.09534 0.52288 -2.04282  0.075
H -6.08234 -0.25363 -3.32179  0.093
H -4.49835 0.44993 -3.75068  0.058
H -5.50610 -1.81112 -0.72212  0.068
H -5.14369 -3.29548 -1.64602  0.084
H -3.78297 -2.50131 -0.81162  0.071
C -1.69546 3.14637 5.00976  -0.092
C -1.63680 3.92872 3.70461  -0.275
N -0.89373 3.25418 2.65181  -0.194
C -0.61333 4.11058 1.50622  -0.248
C -1.80060 4.61839 0.68569  -0.087
C -1.32889 1.90347 2.32855  -0.246
C -2.77935 1.71052 1.87934  -0.082
H -0.69335 2.90315 5.36836  0.079
H -2.19030 3.74624 5.77630  0.072
H -2.26394 2.21979 4.90745  0.063
H -1.14387 4.88129 3.92053  0.118
H -2.66205 4.17197 3.39299  0.098
H 0.08215 3.59444 0.83684  0.108
H -0.05679 4.98150 1.86956  0.109
H -2.21683 3.83805 0.05001  0.050
H -1.47041 5.42268 0.02318  0.071
H -2.59804 5.02175 1.31176  0.066
H -1.15921 1.27036 3.20494  0.102
H -0.66570 1.48436 1.56635  0.094
H -3.48591 2.27599 2.48962  0.068
H -3.05138 0.65474 1.96312  0.071
H -2.92079 1.99038 0.83535  0.048
C 1.85564 -1.75157 0.93845  -0.086
C 3.22830 -2.38711 1.10648  -0.269
N 4.00669 -2.42186 -0.12144  -0.194
C 5.19549 -3.25944 -0.02459  -0.251
C 6.29210 -2.83362 0.95371  -0.090
C 4.19453 -1.14354 -0.79286  -0.247
C 4.87148 -0.01673 -0.00883  -0.083
H 1.28204 -2.25245 0.15478  0.067
H 1.29336 -1.83504 1.87121  0.076
H 1.92406 -0.68885 0.69582  0.058
H 3.07043 -3.41489 1.44690  0.118
H 3.76003 -1.86927 1.91661  0.099
H 5.63555 -3.37056 -1.02043  0.111
H 4.87040 -4.26866 0.25112  0.109
H 6.86880 -1.99153 0.57426  0.054
H 6.99485 -3.65845 1.09737  0.071
H 5.89572 -2.57151 1.93586  0.066
H 3.21387 -0.78484 -1.12226  0.088
H 4.74484 -1.30669 -1.72438  0.116
H 4.49885 0.06452 1.01383  0.069
H 4.67751 0.93991 -0.50108  0.072
H 5.95356 -0.13984 0.02517  0.054

Atoms 1-2, force components in eV/Å:
0.3307 0.3978 -0.6778
-0.5165 0.3063 0.5960

Its LUMO energy is 0.68 eV. The calculation puts the gap between HOMO and LUMO at 8.82 eV. The strongest force on any atom comes out at 2.41 eV/A. The calculation puts the total energy at -1205.8018 Eh. The net charge is 0.



(2)
C4H5NOS | ωB97M-V/def2-TZVPD

Last column: Löwdin charge in e.
Positions of all 12 atoms, in Å:
C 0.51253 -0.74566 -1.00453  -0.094
C 1.07955 -1.06043 0.15813  -0.213
C -0.72581 1.05208 0.27078  -0.106
C -0.71142 0.11395 -0.90720  -0.155
N -0.07440 0.84759 1.36302  -0.614
O 0.54764 -0.69200 1.33266  -0.115
S 0.20331 1.40577 2.78969  0.681
H 1.00826 -1.29163 -1.87418  0.131
H 1.95382 -1.62410 0.20733  0.098
H -1.42652 1.96446 0.31490  0.163
H -0.97358 0.72398 -1.76722  0.113
H -1.39336 -0.69401 -0.88339  0.110

Atoms 1-2, force components in eV/Å:
2.1332 -0.5880 -0.4847
-1.6008 0.8506 -0.6566

Its LUMO energy is -0.16 eV. The calculation puts the gap between HOMO and LUMO at 8.19 eV. The strongest force on any atom comes out at 2.94 eV/A. The calculation puts the total energy at -683.4386 Eh. The net charge is 0.



(3)
C4H8O3 | ωB97M-V/def2-TZVPD

Last column: Löwdin charge in e.
Positions of all 15 atoms, in Å:
O -0.50057 -0.97946 1.90986  -0.058
C -0.17057 -1.69601 0.73517  -0.269
C 0.73979 -0.81632 -0.10720  -0.110
C 0.05933 0.41715 -0.63688  -0.401
O -1.08208 0.40157 -1.30194  -0.012
C 0.58229 1.65277 -0.48784  -0.097
O -0.33176 2.63703 -1.08206  -0.028
H -1.19415 -1.46463 2.37189  0.090
H -1.06357 -1.93565 0.14274  0.120
H 0.34699 -2.63854 0.97917  0.118
H 1.11967 -1.40161 -0.95157  0.128
H 1.60202 -0.51063 0.50248  0.128
H -0.62227 2.73091 -0.15604  0.120
H 1.58574 2.00288 -0.39769  0.108
H -1.07086 1.60052 -1.52008  0.164

Atoms 1-2, force components in eV/Å:
-0.2262 -0.0933 0.1906
0.0523 -0.1376 -0.3975

Its LUMO energy is 0.79 eV. The calculation puts the gap between HOMO and LUMO at 9.21 eV. The strongest force on any atom comes out at 2.66 eV/A. The calculation puts the total energy at -382.8428 Eh. The net charge is 0.



(4)
C5H7Cl3 | ωB97M-V/def2-TZVPD

Last column: Löwdin charge in e.
Positions of all 15 atoms, in Å:
C 2.32923 0.87343 -0.58059  -0.175
C 0.88015 0.87457 -0.66188  -0.272
C 0.11162 -0.16543 -0.32098  -0.722
C -1.31653 -0.15380 -0.10015  -1.178
C -1.65064 -0.82112 1.23448  -0.297
H 2.67601 -0.30882 -0.90649  0.095
H 2.66386 1.14483 0.62689  0.144
H 3.03755 1.74086 -1.36197  0.159
H 0.19181 1.65920 -1.05020  0.086
H -2.79407 -0.28117 1.43331  0.110
H -1.83730 -2.04142 0.82011  0.072
H -0.77657 -0.84535 2.23386  0.160
Cl 0.84843 -1.77534 -0.03943  0.659
Cl -2.08059 1.48353 -0.13652  0.636
Cl -2.28296 -1.38395 -1.19042  0.523

Atoms 1-2, force components in eV/Å:
4.7586 0.0383 -0.2075
-2.3844 0.0385 -0.5087

Its LUMO energy is 0.22 eV. The calculation puts the gap between HOMO and LUMO at 9.87 eV. The strongest force on any atom comes out at 4.76 eV/A. The calculation puts the total energy at -1575.1187 Eh. The net charge is 0.



(5)
C22H29F2N3O3S | ωB97M-V/def2-TZVPD

Last column: Löwdin charge in e.
Positions of all 60 atoms, in Å:
C 5.47129 2.97507 -3.94698  -0.079
H 6.47848 3.35929 -4.08872  0.077
H 4.90734 3.15455 -4.85995  0.084
H 5.01085 3.53448 -3.13725  0.068
C 5.51961 1.48130 -3.63478  -0.444
C 6.30930 0.74764 -4.71755  -0.084
H 7.31802 1.14655 -4.78900  0.076
H 5.82566 0.86533 -5.68494  0.081
H 6.37730 -0.31442 -4.49402  0.075
C 4.11512 0.87713 -3.52723  -0.171
C 3.31571 1.41917 -2.34241  -0.162
N 2.06193 0.71428 -2.20052  0.089
C 1.74407 -0.00728 -1.11851  -0.389
O 2.46029 -0.10802 -0.13228  0.060
C 0.41239 -0.65496 -1.20794  -0.076
C -0.26373 -1.58026 -0.44117  0.026
C -1.53106 -1.68068 -1.09895  -0.308
N -1.57019 -0.89454 -2.14202  0.129
O -0.38190 -0.26815 -2.23082  0.018
C -2.71559 -2.45258 -0.68090  -0.356
H -3.51311 -2.36739 -1.41718  0.086
H -2.45417 -3.49450 -0.49775  0.083
S -3.31061 -1.88408 0.96293  0.980
C -3.10770 -0.13157 0.87166  -0.530
C -2.70109 0.52662 2.02971  -0.116
C -2.50784 1.89345 2.02803  -0.003
C -2.71097 2.60989 0.86070  -0.207
C -3.13613 1.95738 -0.29004  -0.198
C -3.35100 0.59213 -0.28992  -0.017
H -3.69300 0.12133 -1.19703  0.119
F -3.35018 2.65300 -1.41933  0.091
F -2.49660 3.93780 0.84808  0.083
H -2.18641 2.41515 2.91518  0.124
H -2.53937 -0.04793 2.92795  0.098
C 0.08996 -2.39145 0.76071  -0.446
O -0.56404 -3.37789 1.05248  0.045
N 1.13530 -1.93560 1.45939  0.086
C 1.49564 -2.51331 2.73313  -0.155
C 0.68092 -1.91947 3.88899  -0.163
H -0.36647 -1.88652 3.58144  0.117
H 0.75333 -2.60624 4.73480  0.115
C 1.12651 -0.53031 4.35866  -0.430
C 0.27998 -0.11799 5.56340  -0.083
H 0.35630 -0.85457 6.35995  0.075
H 0.61001 0.84199 5.95378  0.074
H -0.76643 -0.03063 5.27832  0.074
C 1.02009 0.53042 3.26365  -0.064
H 1.79405 0.40670 2.51191  0.062
H 1.13588 1.52251 3.69597  0.079
H 0.04876 0.48301 2.77526  0.063
H 2.17279 -0.59386 4.67936  0.134
H 1.28718 -3.58603 2.67768  0.120
H 2.56376 -2.35949 2.89432  0.128
H 1.68312 -1.16240 1.09333  0.081
H 1.41208 0.75302 -2.97178  0.149
H 3.10637 2.48433 -2.47312  0.124
H 3.86778 1.27488 -1.41124  0.128
H 3.56785 1.07038 -4.45332  0.121
H 4.20604 -0.20539 -3.41096  0.121
H 6.03000 1.33979 -2.67600  0.136

Atoms 1-2, force components in eV/Å:
0.0751 -0.2116 0.2172
0.0855 0.1080 -0.0233

Its LUMO energy is -0.06 eV. The calculation puts the gap between HOMO and LUMO at 8.27 eV. The strongest force on any atom comes out at 1.31 eV/A. The calculation puts the total energy at -1843.6413 Eh. The net charge is 0.